DFT (wB97M-V/def2-TZVPD) results for C27H53IN2O10 as an isolated structure in a non-equilibrium geometry.

Positions of all 93 atoms, in Å:
C  4.00  -4.07  1.29
N  4.02  -3.88  -0.17
C  3.55  -5.07  -0.90
C  3.32  -2.70  -0.56
O  3.84  -1.85  -1.23
C  1.87  -2.44  -0.11
O  1.00  -3.35  -0.79
C  -0.20  -3.51  -0.20
O  -0.75  -2.62  0.35
N  -0.76  -4.81  -0.25
C  -0.06  -5.75  0.66
I  -0.82  -5.46  -2.22
H  3.42  -4.97  1.58
H  3.58  -3.20  1.81
H  5.04  -4.20  1.65
H  2.49  -5.30  -0.73
H  4.15  -5.93  -0.55
H  3.74  -4.94  -1.97
H  1.65  -1.41  -0.41
H  1.73  -2.52  0.98
H  0.27  -6.65  0.14
H  -0.75  -6.01  1.48
H  0.85  -5.28  1.09
C  -2.95  -0.39  1.11
C  -3.60  0.19  2.33
O  -3.02  0.26  3.40
C  -5.01  0.70  2.18
H  -1.94  -0.72  1.33
H  -3.53  -1.24  0.74
H  -2.92  0.37  0.32
H  -5.67  -0.11  1.85
H  -5.04  1.48  1.42
H  -5.37  1.10  3.12
C  -1.40  -0.09  -2.88
C  -1.98  1.30  -2.72
O  -1.78  1.95  -1.72
C  -2.82  1.83  -3.85
H  -0.82  -0.35  -2.00
H  -2.20  -0.82  -3.02
H  -0.77  -0.12  -3.77
H  -3.67  1.17  -4.03
H  -2.23  1.87  -4.77
H  -3.17  2.83  -3.61
C  7.29  2.25  -2.02
C  7.19  1.19  -0.94
O  7.97  1.15  -0.01
C  6.07  0.19  -1.09
H  8.13  2.91  -1.80
H  7.43  1.78  -2.99
H  6.37  2.83  -2.06
H  6.17  -0.36  -2.03
H  5.11  0.70  -1.09
H  6.10  -0.52  -0.26
C  -2.86  3.51  4.23
C  -1.64  4.40  4.18
O  -1.40  5.22  5.03
C  -0.72  4.20  2.99
H  -3.44  3.74  5.12
H  -3.47  3.67  3.34
H  -2.56  2.46  4.25
H  -1.27  4.37  2.06
H  -0.36  3.17  2.98
H  0.12  4.88  3.06
C  -2.71  7.38  -4.42
C  -2.67  5.99  -3.84
O  -3.28  5.07  -4.34
C  -1.85  5.80  -2.59
H  -3.34  7.39  -5.32
H  -3.11  8.08  -3.69
H  -1.70  7.71  -4.68
H  -2.22  6.45  -1.79
H  -0.81  6.08  -2.78
H  -1.89  4.77  -2.26
C  -3.35  -4.06  3.99
C  -2.64  -5.36  4.24
O  -1.61  -5.64  3.67
C  -3.28  -6.31  5.22
H  -2.80  -3.46  3.27
H  -4.36  -4.25  3.62
H  -3.44  -3.50  4.93
H  -4.28  -6.58  4.89
H  -3.36  -5.83  6.20
H  -2.67  -7.21  5.31
C  2.53  3.01  -1.22
C  1.89  2.37  -2.43
O  1.71  2.99  -3.46
C  1.50  0.92  -2.29
H  2.76  4.05  -1.44
H  1.84  2.97  -0.37
H  3.44  2.48  -0.94
H  0.78  0.81  -1.48
H  2.38  0.31  -2.07
H  1.06  0.57  -3.22

Computed properties:
Electronic energy ... -60412.2654 eV
F_max ... 0.02328 hartree/bohr
2S+1 ... 1
Kohn-Sham gap ... 8.6 eV
HOMO level ... -9.330 eV

Partial atomic charges computed with the Löwdin method, in multiples of e:
1 C -0.06
2 N -0.16
3 C -0.06
4 C -0.39
5 O 0.13
6 C -0.06
7 O -0.07
8 C -0.71
9 O 0.15
10 N -0.48
11 C -0.15
12 I 0.91
13 H 0.09
14 H 0.09
15 H 0.09
16 H 0.06
17 H 0.10
18 H 0.10
19 H 0.12
20 H 0.13
21 H 0.05
22 H 0.06
23 H 0.08
24 C -0.02
25 C -0.50
26 O 0.05
27 C -0.02
28 H 0.06
29 H 0.09
30 H 0.08
31 H 0.08
32 H 0.09
33 H 0.08
34 C -0.03
35 C -0.49
36 O 0.05
37 C -0.01
38 H 0.06
39 H 0.09
40 H 0.08
41 H 0.09
42 H 0.10
43 H 0.05
44 C -0.02
45 C -0.50
46 O 0.07
47 C -0.03
48 H 0.08
49 H 0.08
50 H 0.08
51 H 0.09
52 H 0.06
53 H 0.08
54 C -0.02
55 C -0.50
56 O 0.07
57 C -0.02
58 H 0.08
59 H 0.08
60 H 0.06
61 H 0.08
62 H 0.08
63 H 0.08
64 C -0.02
65 C -0.49
66 O 0.06
67 C -0.01
68 H 0.08
69 H 0.08
70 H 0.09
71 H 0.09
72 H 0.09
73 H 0.07
74 C -0.02
75 C -0.49
76 O 0.06
77 C -0.02
78 H 0.08
79 H 0.09
80 H 0.09
81 H 0.09
82 H 0.09
83 H 0.08
84 C -0.01
85 C -0.49
86 O 0.07
87 C -0.02
88 H 0.08
89 H 0.09
90 H 0.07
91 H 0.07
92 H 0.07
93 H 0.07